[1]
The following is a quantum chemistry calculation of a molecular structure, C4H9N3, from the Open Molecules 2025 dataset.

```
16
Properties=species:S:1:pos:R:3:lowdin_charge:R:1
C 1.61 -0.80 -0.50 -0.081
C 0.64 -0.17 0.45 -0.495
C -2.21 -0.90 -0.03 -0.173
N -1.22 -1.41 -0.44 0.131
N 0.53 -0.42 1.69 0.126
H 1.14 -1.18 1.99 0.059
H 1.86 -1.81 -0.20 0.076
H 2.54 -0.23 -0.52 0.083
H 1.20 -0.82 -1.51 0.060
H -2.12 0.37 0.60 0.089
H -3.26 -1.04 -0.25 0.089
C -0.01 1.23 0.04 -0.351
N 0.13 1.50 -1.24 0.096
H 0.32 2.49 -1.42 0.050
H 0.27 1.96 0.80 0.110
H -1.42 1.21 0.54 0.131
```

Computed properties:
Energy above the lowest of the compared OMol25 structures with the same formula, charge and spin (kcal/mol): 149.45
Frontier orbital gap (spin up / spin down) (eV): 7.8 / 7.8
Largest force on an atom (eV/A): 3.219
Calculated total energy (eV): -8758.0440

***

[2]
The following is a quantum chemistry calculation of a gas-phase ion, C8H12FN2O (charge +1), from the Open Molecules 2025 dataset.

```
24
Properties=species:S:1:pos:R:3:lowdin_charge:R:1
C 3.19 -0.28 1.43 -0.018
C 2.67 -1.48 1.02 0.037
C 2.87 1.01 0.98 -0.072
C 1.51 -1.61 0.15 -0.082
C 1.93 1.35 0.16 -0.049
C -3.13 1.85 -0.32 -0.075
C -1.24 -1.21 -1.03 -0.130
C -1.95 -0.17 -0.09 -0.214
N 1.07 -0.72 -0.61 0.038
N 0.05 -0.72 -1.39 0.056
O -2.27 0.88 -0.95 -0.195
F 1.62 2.18 -0.75 0.194
H 4.01 -0.26 2.12 0.129
H 3.06 -2.35 1.37 0.088
H 3.35 1.93 1.44 0.158
H 1.04 -2.53 0.40 0.122
H -3.38 2.55 -1.05 0.069
H -2.86 2.11 0.69 0.085
H -4.23 1.44 -0.10 0.133
H -1.25 -2.31 -0.81 0.147
H -1.85 -1.27 -1.95 0.139
H -1.20 0.10 0.72 0.133
H -2.84 -0.61 0.47 0.149
H -0.16 0.13 -1.90 0.157
```

Computed properties:
Frontier orbital gap (spin up / spin down) (eV): 7.2 / 6.3
Largest force on an atom (eV/A): 4.773
Total charge: +1
Calculated total energy (eV): -16220.8759
Spin multiplicity: 3

***

[3]
The following is a quantum chemistry calculation of a molecular structure, C26H23N2O2PRbSbSe4, from the Open Molecules 2025 dataset.

```
60
Properties=species:S:1:pos:R:3:lowdin_charge:R:1
Rb -2.29 3.08 0.42 0.800
C -1.79 -5.86 -0.25 -0.112
C -1.37 -5.38 -1.49 -0.108
C -1.05 -4.04 -1.64 -0.120
C -1.14 -3.15 -0.57 -0.378
C -1.57 -3.64 0.66 -0.087
C -1.90 -4.98 0.82 -0.091
P -0.66 -1.38 -0.88 1.100
C -1.54 -0.58 0.50 -0.414
C -0.95 -0.22 1.71 -0.075
C -1.72 0.27 2.76 -0.099
C -3.10 0.41 2.61 -0.122
C -3.69 0.09 1.39 -0.126
C -2.91 -0.40 0.34 -0.150
C 1.08 -1.48 -0.26 -0.310
C 1.70 -2.51 0.42 -0.064
C 3.03 -2.36 0.82 -0.076
C 3.75 -1.23 0.50 -0.039
C 3.17 -0.22 -0.29 -0.174
C 3.95 0.95 -0.69 -0.034
C 3.72 1.70 -1.77 -0.007
C 2.66 1.39 -2.79 -0.322
C 0.94 0.68 -1.20 -0.010
C 1.82 -0.33 -0.63 -0.211
H -2.04 -6.90 -0.13 0.091
H -1.29 -6.05 -2.33 0.092
H -0.74 -3.67 -2.61 0.092
H -1.66 -2.97 1.50 0.109
H -2.23 -5.34 1.78 0.099
H 0.12 -0.33 1.85 0.113
H -1.28 0.54 3.71 0.057
H -3.68 0.78 3.44 0.081
H -4.76 0.20 1.26 0.101
H -3.38 -0.67 -0.60 0.100
H 1.14 -3.40 0.68 0.099
H 3.50 -3.14 1.42 0.098
H 4.77 -1.12 0.83 0.108
H 4.78 1.21 -0.04 0.112
H 4.31 2.58 -1.93 0.105
H 2.68 2.14 -3.58 0.140
C -0.06 2.22 -4.04 -0.042
C 0.40 2.46 -2.65 -0.254
N 1.32 1.48 -2.15 -0.019
O 2.84 0.15 -3.44 0.013
C -0.16 3.33 -1.75 -0.372
C 0.52 3.63 -0.43 -0.089
N -1.31 3.96 -2.15 -0.165
O -1.78 4.85 -1.33 -0.411
H -0.70 1.33 -4.11 0.082
H 0.78 2.05 -4.72 0.066
H -0.64 3.08 -4.39 0.065
H 2.80 -0.54 -2.77 0.087
H 1.58 3.41 -0.49 0.072
H 0.15 3.07 0.43 0.014
H 0.37 4.69 -0.21 0.080
Se 1.17 3.00 5.64 -0.317
Sb -1.23 3.08 5.55 -0.509
Se -1.74 4.90 7.32 -0.104
Se -2.55 1.29 6.48 -0.278
Se -2.15 3.92 3.48 -0.288
```

Computed properties:
Frontier orbital gap (spin up / spin down) (eV): 5.3 / 5.3
Largest force on an atom (eV/A): 1.261
Total charge: -2
Calculated total energy (eV): -312276.3930

***

[4]
The following is a quantum chemistry calculation of C3H6N4 in the gas phase, from the Open Molecules 2025 dataset.

```
13
Properties=species:S:1:pos:R:3:lowdin_charge:R:1
C -0.01 1.69 -1.84 -0.103
N 0.37 1.47 -0.40 -0.084
N 0.13 0.22 0.10 -0.159
C -0.82 -0.02 1.06 -0.125
N -0.75 -1.31 1.41 -0.005
N 0.24 -1.91 0.65 0.000
C 0.66 -1.01 -0.20 -0.166
H 0.52 2.64 -2.23 0.092
H 0.17 0.74 -2.50 0.092
H -1.16 1.97 -1.87 0.101
H 1.38 1.70 -0.22 0.139
H -1.35 0.84 1.40 0.116
H 1.45 -1.18 -0.88 0.103
```

Computed properties:
Energy above the lowest of the compared OMol25 structures with the same formula, charge and spin (kcal/mol): 57.90
Frontier orbital gap (eV): 10.3
Largest force on an atom (eV/A): 2.496
Calculated total energy (eV): -9166.3453

***

[5]
The following is a quantum chemistry calculation of 2 unconnected molecules or ions with the total composition CH6N3O, from the Open Molecules 2025 dataset.

```
11
Properties=species:S:1:pos:R:3:lowdin_charge:R:1
C 0.16 1.22 0.09 -0.185
N -1.72 -0.87 -0.55 -0.050
N -0.77 -0.87 0.37 -0.261
N 0.18 -0.07 0.71 -0.095
O 2.02 -0.72 -0.28 -0.529
H 0.97 1.79 0.55 0.061
H 0.36 1.16 -0.98 0.064
H -0.80 1.73 0.26 0.065
H -1.67 0.01 -1.08 -0.035
H 2.02 -1.62 0.05 -0.163
H -0.73 -1.76 0.86 0.127
```

Computed properties:
Energy above the lowest of the compared OMol25 structures with the same formula, charge and spin (kcal/mol): 25.56
Frontier orbital gap (spin up / spin down) (eV): 6.3 / 6.3
Largest force on an atom (eV/A): 2.322
Total charge: -1
Calculated total energy (eV): -7648.4233

***

[6]
The following is a quantum chemistry calculation of a molecular structure, C31H42AsBN12O4PS2Y, from the Open Molecules 2025 dataset.

```
95
Properties=species:S:1:pos:R:3:lowdin_charge:R:1
Y 0.13 -0.04 -0.26 1.248
C -2.69 0.05 -3.20 -0.032
C -2.49 1.17 -2.24 -0.353
C -3.34 2.25 -1.98 -0.015
C -2.65 3.06 -1.11 -0.044
N -1.45 2.49 -0.86 0.030
N -1.37 1.31 -1.53 -0.036
B -0.16 3.27 -0.44 -0.652
N 0.95 2.93 -1.48 0.018
C 1.84 3.74 -2.08 -0.059
C 2.79 2.96 -2.70 -0.008
C 2.42 1.64 -2.41 -0.318
C 3.09 0.37 -2.82 -0.017
N 1.31 1.63 -1.67 0.015
N 0.48 2.85 0.91 0.010
C 1.00 3.67 1.83 -0.067
C 1.97 2.98 2.53 -0.021
C 1.99 1.70 1.96 -0.354
C 2.93 0.58 2.25 -0.028
N 1.07 1.63 1.00 -0.068
N -0.53 4.75 -0.46 -0.018
C -0.81 5.48 -1.57 -0.093
C -1.52 6.58 -1.19 -0.020
C -1.66 6.44 0.21 -0.355
C -2.41 7.31 1.17 -0.036
N -1.07 5.34 0.63 0.114
H -3.54 0.27 -3.85 0.088
H -2.88 -0.90 -2.70 0.048
H -1.81 -0.08 -3.83 0.077
H -4.31 2.43 -2.40 0.111
H -2.94 3.99 -0.66 0.125
H 1.75 4.81 -2.02 0.118
H 3.64 3.29 -3.28 0.102
H 4.16 0.54 -2.96 0.083
H 2.69 -0.01 -3.76 0.083
H 2.95 -0.39 -2.05 0.048
H 0.64 4.68 1.95 0.107
H 2.60 3.35 3.32 0.104
H 3.30 0.64 3.27 0.071
H 3.78 0.64 1.57 0.090
H 2.44 -0.38 2.08 0.027
H -0.50 5.15 -2.56 0.124
H -1.90 7.37 -1.81 0.101
H -2.22 8.37 0.98 0.075
H -2.12 7.07 2.19 0.075
H -3.48 7.14 1.06 0.076
O 2.04 -1.47 -0.18 -0.284
N 1.78 -2.74 0.05 -0.208
C 2.45 -3.68 -0.64 -0.030
C 2.20 -5.02 -0.45 -0.047
C 1.23 -5.40 0.47 -0.060
C 0.55 -4.43 1.17 -0.085
C 0.82 -3.08 0.96 -0.619
S 0.03 -1.81 1.80 0.651
H 3.17 -3.31 -1.35 0.123
H 2.75 -5.74 -1.03 0.111
H 1.01 -6.45 0.63 0.110
H -0.21 -4.68 1.89 0.110
N -0.11 -1.54 -1.92 0.065
C 0.28 -2.06 -2.89 -0.166
C 0.71 -2.71 -4.01 -0.266
C 1.91 -3.46 -3.97 -0.238
N 2.89 -4.06 -3.91 0.142
C -0.04 -2.59 -5.21 -0.241
N -0.65 -2.48 -6.18 0.133
C 0.21 1.81 6.20 -0.261
As -0.45 0.40 5.04 0.640
C -1.86 -0.44 6.08 -0.262
C 1.00 -0.90 5.19 -0.250
S -1.18 1.18 3.26 0.164
H 0.41 1.43 7.20 0.032
H -0.52 2.62 6.26 0.032
H 1.13 2.20 5.77 0.023
H -1.49 -0.70 7.07 0.031
H -2.21 -1.33 5.56 0.025
H -2.69 0.26 6.18 0.033
H 1.04 -1.24 6.22 0.036
H 1.94 -0.42 4.93 0.018
H 0.83 -1.74 4.52 -0.012
C -5.01 -0.40 -0.72 -0.122
O -4.17 -1.53 -0.55 -0.328
P -2.62 -1.36 -0.02 0.744
O -2.84 -0.89 1.49 -0.457
C -3.60 -1.62 2.44 -0.116
O -2.39 -2.95 0.19 -0.360
C -2.36 -3.85 -0.92 -0.105
H -6.01 -0.67 -0.36 0.091
H -5.08 -0.13 -1.77 0.073
H -4.66 0.46 -0.15 0.081
H -3.93 -0.90 3.20 0.080
H -2.97 -2.38 2.90 0.076
H -4.46 -2.10 1.98 0.085
H -2.18 -4.84 -0.50 0.086
H -1.55 -3.61 -1.61 0.062
H -3.31 -3.85 -1.45 0.085
```

Computed properties:
Energy above the lowest of the compared OMol25 structures with the same formula, charge and spin (kcal/mol): 39.65
Frontier orbital gap (eV): 8.4
Largest force on an atom (eV/A): 1.436
Calculated total energy (eV): -152423.3150

***

Question: largest force on an atom of number 2 (C8H12FN2O)?
Answer: 4.773 eV/A

***

Question: Number 2 is which compound?
Answer: C8H12FN2O